Computed, not measured: a molecular structure, C23H52IrP4S, with ωB97M-V/def2-TZVPD.

Computed properties:
E: -75497.0568 eV
Net charge: +3
Expectation value of S²: 6.033
Strongest force on any atom: 1.7 eV/Å
Energy relative to the best compared isomer or geometry (same formula, charge and spin): 0.4 kcal per mole
HOMO-LUMO gap (alpha / beta): 0.314 / 0.138 Eh
2S+1: 5

Structure (XYZ):
```
81
Properties=species:S:1:pos:R:3:mulliken_spin:R:1
Ir 0.074 1.114 0.467 1.376
P 2.216 1.653 1.289 0.097
P -1.812 2.381 0.275 0.031
P 0.753 1.405 -1.753 0.217
H 0.961 -4.262 0.338 0.001
C 1.570 -4.032 -0.543 0.015
C 2.549 -3.114 -0.530 0.007
H 2.802 -2.546 0.375 -0.004
C 2.502 1.095 3.006 0.049
C 2.586 3.450 1.348 0.018
C 3.649 0.929 0.418 0.062
C -3.120 1.600 -0.741 0.036
C -2.632 2.791 1.860 0.034
C -1.536 4.023 -0.474 0.054
C 1.979 0.174 -2.345 0.071
C 1.621 3.019 -1.960 0.062
C -0.519 1.487 -3.074 0.056
H 1.378 -4.641 -1.433 -0.001
H 3.199 -2.955 -1.399 0.001
H 2.182 0.051 3.132 -0.025
H 1.945 1.738 3.700 0.006
H 3.573 1.168 3.237 0.005
H 1.675 4.001 1.610 0.011
H 2.958 3.810 0.382 -0.004
H 3.343 3.633 2.123 0.004
H 3.429 -0.097 0.095 -0.026
H 4.505 0.899 1.108 0.010
H 3.935 1.527 -0.456 -0.001
H -3.363 2.251 -1.590 0.003
H -4.018 1.481 -0.121 0.002
H -2.817 0.614 -1.115 0.005
H -3.263 3.678 1.703 0.004
H -1.885 3.029 2.628 -0.001
H -3.254 1.958 2.211 -0.002
H -2.377 4.672 -0.197 0.005
H -1.472 3.958 -1.566 -0.003
H -0.611 4.467 -0.085 0.006
H 1.729 -0.123 -3.371 -0.001
H 1.974 -0.726 -1.715 -0.029
H 2.982 0.619 -2.344 0.003
H 1.448 3.365 -2.988 0.007
H 2.702 2.904 -1.810 -0.002
H 1.234 3.777 -1.267 -0.002
H -0.365 0.674 -3.793 -0.005
H -0.429 2.446 -3.603 0.005
H -1.531 1.395 -2.664 -0.002
C -0.722 -2.142 -3.192 0.181
C -1.824 -1.968 -4.075 0.121
C -1.762 -2.468 -5.369 -0.017
C -0.635 -3.185 -5.797 0.197
C 0.435 -3.406 -4.919 -0.023
C 0.388 -2.914 -3.622 0.090
S -0.715 -1.400 -1.670 0.782
H 0.259 2.231 1.637 0.134
H -2.696 -1.423 -3.716 -0.001
H -2.596 -2.297 -6.052 0.003
H -0.592 -3.573 -6.815 0.002
H 1.316 -3.964 -5.241 0.002
H 1.192 -3.099 -2.912 0.016
C 1.149 -2.328 3.051 0.000
C 0.205 -2.074 1.875 0.110
P -0.779 -0.520 1.888 0.102
C -2.493 -1.039 1.446 0.017
C -3.111 -2.162 2.285 0.021
C -0.856 0.151 3.610 0.055
C -1.465 -0.735 4.693 0.028
H 2.179 -2.026 2.817 -0.002
H 1.175 -3.408 3.257 0.001
H 0.836 -1.826 3.974 0.001
H 0.756 -2.108 0.923 0.005
H -0.526 -2.894 1.812 0.007
H -3.132 -0.142 1.492 0.010
H -2.447 -1.350 0.388 0.010
H -3.505 -1.790 3.238 -0.001
H -3.956 -2.590 1.728 0.003
H -2.412 -2.979 2.499 -0.001
H 0.172 0.431 3.886 -0.005
H -1.423 1.094 3.541 -0.009
H -1.138 -1.780 4.642 -0.001
H -1.164 -0.341 5.673 0.002
H -2.560 -0.716 4.661 0.001
```


Computed, not measured: 7 unconnected molecules or ions with the total composition C61H75Cl2F6IN3O6S, with ωB97M-V/def2-TZVPD.

Computed properties:
E: -141505.9316 eV
Net charge: +1
Strongest force on any atom: 1.9 eV/Å
HOMO-LUMO gap: 0.250 Eh

Structure (XYZ):
```
155
Properties=species:S:1:pos:R:3:mulliken_charge:R:1
C -4.743 5.201 0.696 -1.501
C -3.261 4.959 0.393 0.201
C -3.132 4.279 -0.971 -0.918
N -1.869 3.553 -1.139 0.326
C -1.866 2.199 -0.673 -2.134
C -2.073 1.129 -1.735 1.260
C -2.798 1.434 -2.987 -1.492
C -1.873 1.701 -4.186 -0.031
O -2.263 2.305 -5.141 -0.496
N -1.525 0.022 -1.377 0.587
C -1.611 -1.179 -2.217 -1.643
C -0.343 -1.533 -3.002 -0.378
C -0.638 -2.803 -3.828 -1.317
C -1.555 -2.488 -5.023 -0.715
S -3.286 -2.915 -4.852 1.203
O -4.014 -1.666 -4.775 -0.577
O -3.668 -3.848 -5.854 -0.644
O -3.415 -3.594 -3.418 -0.519
C -0.902 0.118 0.029 0.499
C -2.099 -0.263 0.930 -1.813
C -1.944 -0.194 2.463 -0.990
C -3.037 0.686 3.109 -0.616
C -3.415 0.186 4.492 -0.864
O -4.623 0.803 4.877 -0.400
C -5.375 0.011 5.777 -0.848
C 0.355 -0.769 0.141 -0.376
Cl 1.353 -0.340 1.541 0.028
C 0.166 -2.302 0.131 0.929
C -0.404 -2.954 1.387 -1.406
Cl 1.828 -2.971 -0.158 -0.472
C -0.538 1.655 -0.016 2.231
C 0.535 2.081 -1.034 -3.723
N 1.930 1.887 -0.604 0.147
C 2.768 3.007 -1.063 -1.345
C -0.404 2.373 1.360 0.425
C 0.458 3.622 1.395 -0.687
O 0.210 4.672 0.901 -0.438
I 2.281 3.404 2.558 0.110
H -5.227 4.237 0.855 0.354
H -4.887 5.843 1.558 0.418
H -5.212 5.640 -0.185 0.356
H -2.720 5.901 0.353 0.477
H -2.806 4.320 1.150 -0.068
H -4.007 3.651 -1.186 0.385
H -3.144 5.061 -1.731 0.549
H -1.483 3.669 -2.063 0.482
H -2.735 2.122 -0.017 0.807
H -3.403 0.576 -3.304 0.716
H -3.471 2.278 -2.886 0.322
H -0.848 1.293 -4.126 0.404
H -2.418 -1.062 -2.935 0.349
H -1.911 -2.005 -1.572 0.481
H 0.523 -1.686 -2.370 0.403
H -0.174 -0.736 -3.728 0.436
H -1.107 -3.532 -3.168 0.526
H 0.289 -3.251 -4.175 0.530
H -1.220 -3.012 -5.913 0.483
H -1.535 -1.422 -5.235 0.322
H -4.059 -3.073 -2.919 0.375
H -2.314 -1.304 0.676 0.568
H -2.979 0.297 0.638 1.224
H -2.081 -1.199 2.865 0.594
H -0.964 0.123 2.800 0.621
H -3.943 0.648 2.503 0.406
H -2.678 1.710 3.190 -0.057
H -3.546 -0.900 4.504 0.525
H -2.617 0.441 5.199 0.329
H -4.738 -0.359 6.584 0.386
H -5.844 -0.833 5.270 0.336
H -6.161 0.610 6.228 0.311
H 0.951 -0.535 -0.737 0.580
H -0.390 -2.656 -0.727 -0.479
H 0.070 -3.919 1.540 0.665
H -0.236 -2.368 2.286 0.243
H -1.472 -3.134 1.261 0.309
H 0.430 3.137 -1.264 1.048
H 0.404 1.538 -1.980 0.724
H 2.320 1.088 -1.088 0.404
H 2.584 3.904 -0.473 0.463
H 3.820 2.763 -0.962 0.531
H 2.588 3.263 -2.111 0.200
H -1.401 2.698 1.659 -0.674
H -0.041 1.731 2.148 0.828
F 5.533 3.561 3.274 -0.286
C 6.221 4.111 2.246 0.574
C 7.595 4.192 2.334 -0.490
C 8.297 4.752 1.277 -0.332
C 7.621 5.224 0.160 -0.606
C 6.238 5.133 0.098 -0.416
C 5.524 4.568 1.146 -0.061
H 8.100 3.824 3.216 0.440
H 9.375 4.819 1.327 0.374
H 8.174 5.664 -0.660 0.380
H 5.707 5.505 -0.769 0.411
H 4.444 4.482 1.113 -0.033
F 4.846 3.083 -3.048 -0.192
C 5.237 3.512 -4.274 0.570
C 4.717 2.893 -5.392 -0.560
C 5.109 3.337 -6.646 -0.412
C 6.017 4.380 -6.761 -0.707
C 6.530 4.983 -5.621 -0.353
C 6.136 4.552 -4.362 -0.385
H 4.016 2.076 -5.277 0.426
H 4.710 2.866 -7.528 0.413
H 6.324 4.722 -7.740 0.413
H 7.240 5.794 -5.710 0.378
H 6.519 5.013 -3.460 0.416
F 3.898 4.219 -9.134 -0.212
C 2.820 4.118 -9.945 0.437
C 1.561 4.166 -9.383 -0.375
C 0.456 4.065 -10.216 -0.344
C 0.625 3.911 -11.585 -0.597
C 1.903 3.862 -12.125 -0.341
C 3.015 3.970 -11.302 -0.521
H 1.454 4.283 -8.313 0.446
H -0.539 4.109 -9.795 0.361
H -0.238 3.830 -12.231 0.369
H 2.037 3.739 -13.191 0.361
H 4.019 3.942 -11.702 0.407
F 2.097 -6.358 2.169 -0.217
C 3.415 -6.435 1.865 0.415
C 4.139 -7.491 2.380 -0.406
C 5.488 -7.588 2.072 -0.435
C 6.090 -6.633 1.266 -0.602
C 5.340 -5.580 0.762 -0.422
C 3.987 -5.475 1.058 0.340
H 3.650 -8.222 3.010 0.447
H 6.068 -8.412 2.463 0.376
H 7.142 -6.711 1.030 0.390
H 5.809 -4.834 0.135 0.392
H 3.391 -4.662 0.662 -0.019
F -6.779 -2.151 7.030 -0.308
C -7.355 -2.068 8.255 0.463
C -6.772 -2.736 9.310 -0.482
C -7.362 -2.644 10.562 -0.344
C -8.520 -1.899 10.736 -0.557
C -9.088 -1.238 9.656 -0.315
C -8.502 -1.317 8.401 -0.375
H -5.874 -3.315 9.150 0.406
H -6.915 -3.158 11.402 0.360
H -8.978 -1.833 11.713 0.378
H -9.992 -0.659 9.788 0.355
H -8.925 -0.805 7.546 0.414
F -0.819 -9.968 8.118 -0.312
C -0.335 -9.234 7.100 0.247
C 1.010 -8.924 7.082 -0.405
C 1.505 -8.173 6.027 -0.382
C 0.658 -7.737 5.017 -0.277
C -0.692 -8.057 5.060 -0.395
C -1.198 -8.815 6.107 -0.437
H 1.651 -9.270 7.881 0.420
H 2.559 -7.929 5.994 0.378
H 1.051 -7.151 4.198 0.381
H -1.355 -7.718 4.276 0.365
H -2.245 -9.084 6.156 0.415
```


Computed, not measured: a single C9H8FN molecule, with ωB97M-V/def2-TZVPD.

Computed properties:
Structure (SMILES): C=C1C/C(F)=C\C=C/C=C=N1
E: -13664.4505 eV
Strongest force on any atom: 5.2 eV/Å
Energy relative to the best compared isomer or geometry (same formula, charge and spin): 79.7 kcal per mole
HOMO-LUMO gap: 0.284 Eh

Structure (XYZ):
```
19
Properties=species:S:1:pos:R:3:nbo_charge:R:1
C 0.456 -1.179 -1.758 -0.190
C -0.260 -0.218 -2.601 -0.457
C 0.973 -1.448 -0.497 -0.225
C 1.338 -0.783 0.736 -0.333
C -1.070 0.622 -1.974 0.434
C -0.945 1.136 0.398 0.152
C -0.445 2.309 0.803 -0.404
C -0.918 -0.040 1.366 -0.521
C 0.525 -0.348 1.746 0.448
N -1.506 0.766 -0.807 -0.384
F 0.956 0.031 2.946 -0.317
H 0.550 -2.227 -2.127 0.214
H -0.252 -0.207 -3.732 0.247
H 1.530 -2.364 -0.383 0.206
H 2.347 -1.041 0.946 0.217
H -0.499 3.207 0.084 0.204
H 0.004 2.521 1.696 0.209
H -1.484 0.201 2.326 0.247
H -1.299 -0.939 0.830 0.255
```


Computed, not measured: a molecular structure, C3H6CuNaO5, with ωB97M-V/def2-TZVPD.

Computed properties:
E: -62502.4246 eV
Net charge: -1
Expectation value of S²: 0.755
Strongest force on any atom: 3.4 eV/Å
HOMO-LUMO gap (alpha / beta): 0.156 / 0.228 Eh
2S+1: 2

Structure (XYZ):
```
16
Properties=species:S:1:pos:R:3:nbo_charge:R:1
H 1.024 2.487 1.760 0.110
C 0.189 2.473 1.022 -0.045
C -0.110 1.015 0.695 -0.079
O -0.789 0.304 1.705 -0.768
Cu 0.800 2.685 -2.081 0.052
O 0.479 3.167 -0.130 -1.046
H -0.697 2.875 1.566 0.117
H 0.851 0.516 0.451 0.127
H -0.725 1.012 -0.229 0.146
C -0.324 -2.706 0.440 0.941
O 0.792 -2.908 -0.093 -0.814
O -0.691 -3.502 1.487 -0.742
H -0.231 -3.180 2.271 0.481
Na 0.291 -1.394 -1.814 0.861
O -1.286 -2.070 -0.101 -0.838
H -1.434 -0.343 1.216 0.497
```